(1)
17
Properties=species:S:1:pos:R:3:forces:R:3 method="wB97M-V/def2-TZVPD" e_above_lowest_kj_mol=1.86 fmax_ha_per_bohr=0.007 homo_energy_ev=-9.2 mol_weight_g_mol=98.14 e_tot_ev=-8431.2211 multiplicity=1 total_charge=0 smiles="CC1=CCC[C@H]1O"
C 2.2281 0.0836 0.0008 0.05 0.00 0.01
C 0.7532 -0.1692 0.0322 -0.10 -0.13 0.08
C 0.0767 -1.1774 0.5868 0.09 0.13 -0.10
C -1.4146 -1.0877 0.3669 -0.02 -0.02 0.04
C -1.5718 0.1643 -0.5275 -0.03 0.05 -0.04
C -0.1869 0.8467 -0.5817 -0.01 -0.23 -0.25
O -0.1197 2.0893 0.1107 -0.07 0.02 0.28
H 2.4405 1.1058 0.3345 -0.01 -0.16 -0.03
H 2.6021 0.0039 -1.0284 -0.05 0.01 0.15
H 2.7926 -0.6169 0.6230 -0.13 0.08 -0.07
H 0.5345 -1.9977 1.1362 -0.04 0.12 -0.09
H -1.9663 -1.0039 1.3131 0.14 0.01 -0.11
H -1.8020 -1.9893 -0.1239 0.08 0.14 0.06
H -1.8872 -0.1204 -1.5362 0.05 0.02 0.14
H -2.3154 0.8705 -0.1464 0.09 -0.09 -0.06
H 0.1016 1.1026 -1.6075 -0.05 -0.05 0.11
H -0.2653 1.8959 1.0472 0.03 0.11 -0.12

=====

(2)
17
Properties=species:S:1:pos:R:3:forces:R:3 method="wB97M-V/def2-TZVPD" e_above_lowest_kj_mol=315.63 fmax_ha_per_bohr=0.073 homo_energy_ev=-7.3 mol_weight_g_mol=102.14 e_tot_ev=-9230.3125 multiplicity=1 total_charge=0 smiles="C=C(N)N(N)NC"
C 0.4847 0.7658 1.7686 0.39 0.50 -0.06
C 0.7041 0.8018 0.4399 -1.05 1.04 0.87
N 0.7472 2.0072 -0.2765 0.13 -0.30 0.36
N 0.8063 -0.3722 -0.2794 -1.49 -3.44 0.04
N 0.7567 -0.3111 -1.6642 -0.58 -0.36 0.78
N -0.1718 -1.4690 0.4213 1.48 1.45 -0.60
C -1.5662 -1.3544 0.0309 0.36 0.44 -0.93
H 0.3456 1.6738 2.3308 0.09 0.26 -0.04
H 0.5434 -0.1463 2.3278 -0.17 -0.17 -0.12
H 0.5238 2.8154 0.2844 0.12 -0.08 -0.41
H 0.7555 2.0861 -1.2836 -0.03 -0.18 0.58
H 0.0465 0.3121 -2.0503 0.70 -0.29 -0.19
H 1.6737 -0.4376 -2.0724 -0.51 0.38 -0.20
H 0.1499 -2.4187 0.2314 0.56 0.66 -0.45
H -1.8773 -0.3161 0.1596 -0.12 -0.06 0.18
H -1.7340 -1.6345 -1.0210 -0.10 0.07 0.09
H -2.1881 -2.0024 0.6528 0.21 0.08 0.10

=====

(3)
68
Properties=species:S:1:pos:R:3:forces:R:3 method="wB97M-V/def2-TZVPD" e_above_lowest_kj_mol=26.04 fmax_ha_per_bohr=0.015 homo_energy_ev=-8.9 mol_weight_g_mol=518.57 e_tot_ev=-47875.4388 multiplicity=1 total_charge=0 smiles="O=C(CC[C@@H](NC(=O)OCc1ccccc1)C(=O)OCc1ccccc1)NCC(=O)OCc1ccccc1"
O 0.5030 -3.8652 -0.2195 0.47 -0.03 -0.05
C -0.5812 -3.3872 0.0536 -0.68 -0.15 0.29
C -1.1500 -3.4002 1.4626 0.27 0.09 0.02
C -0.4317 -2.3234 2.2829 0.05 0.05 -0.14
C -0.7682 -0.8994 1.8055 0.13 -0.18 -0.03
N -2.0825 -0.4752 2.2336 0.06 0.34 0.34
C -3.1755 -0.4924 1.4473 0.13 -0.10 0.37
O -3.2804 -1.0898 0.3972 -0.19 -0.09 -0.35
O -4.1804 0.2008 2.0177 0.16 0.08 0.13
C -5.3906 0.2525 1.2659 -0.32 -0.12 -0.22
C -5.2433 1.0338 -0.0146 0.03 0.00 0.05
C -5.9202 0.6414 -1.1606 0.02 0.04 0.15
C -5.7854 1.3650 -2.3322 -0.07 0.00 -0.08
C -4.9659 2.4801 -2.3707 0.01 0.04 -0.10
C -4.2845 2.8723 -1.2314 0.04 0.07 0.01
C -4.4262 2.1556 -0.0569 -0.06 -0.04 0.06
C 0.2459 0.0930 2.3646 -0.61 -0.04 0.07
O -0.0493 0.9913 3.1119 0.07 0.09 0.03
O 1.4681 -0.1852 1.9407 0.16 -0.19 -0.31
C 2.5230 0.6901 2.3271 0.29 0.32 0.42
C 2.8602 1.7055 1.2645 -0.15 -0.10 0.01
C 4.0149 2.4643 1.4144 -0.12 -0.05 0.02
C 4.3522 3.4185 0.4735 0.09 0.05 0.06
C 3.5371 3.6256 -0.6270 0.02 0.05 -0.11
C 2.3889 2.8705 -0.7795 -0.05 0.06 -0.04
C 2.0491 1.9110 0.1599 -0.03 -0.03 0.16
N -1.3724 -2.7879 -0.8650 -0.20 0.20 -0.42
C -0.8223 -2.4800 -2.1623 0.26 -0.15 0.19
C 0.1624 -1.3183 -2.0495 -0.41 -0.14 0.14
O 0.0322 -0.4059 -1.2723 0.10 0.06 -0.09
O 1.1675 -1.4459 -2.9034 0.17 -0.25 -0.24
C 2.1980 -0.4638 -2.8468 0.19 0.48 0.00
C 3.1823 -0.6711 -1.7200 -0.06 -0.11 -0.07
C 3.0455 -1.6829 -0.7832 -0.08 0.03 -0.13
C 3.9734 -1.8095 0.2378 0.05 -0.03 0.06
C 5.0410 -0.9357 0.3279 0.07 -0.05 0.09
C 5.1844 0.0723 -0.6118 0.07 0.06 -0.09
C 4.2599 0.2035 -1.6291 -0.04 -0.11 -0.08
H -2.2238 -3.2234 1.4496 -0.07 -0.04 0.03
H -0.9468 -4.3748 1.9080 -0.04 0.00 -0.09
H -0.7059 -2.4132 3.3362 0.05 0.03 0.01
H 0.6444 -2.4749 2.1839 -0.02 -0.06 0.06
H -0.7026 -0.8475 0.7119 0.01 0.05 0.18
H -2.0895 0.1568 3.0254 -0.06 -0.03 -0.12
H -6.1067 0.7368 1.9364 0.12 -0.12 -0.06
H -5.7284 -0.7664 1.0462 0.01 0.17 0.05
H -6.5508 -0.2354 -1.1357 -0.05 -0.13 -0.01
H -6.3162 1.0528 -3.2196 -0.04 -0.03 -0.07
H -4.8562 3.0402 -3.2876 0.01 0.04 -0.07
H -3.6411 3.7394 -1.2555 0.05 0.07 -0.01
H -3.8946 2.4605 0.8330 0.07 0.04 0.07
H 3.3879 0.0494 2.5200 -0.14 0.07 -0.03
H 2.2345 1.2061 3.2525 0.10 -0.16 -0.18
H 4.6490 2.3036 2.2745 0.11 -0.02 0.10
H 5.2520 4.0028 0.5987 0.08 0.05 0.02
H 3.7986 4.3730 -1.3616 0.02 0.06 -0.06
H 1.7470 3.0293 -1.6339 -0.07 0.01 -0.09
H 1.1607 1.3154 0.0188 -0.07 -0.08 -0.05
H -2.1553 -2.2240 -0.5399 0.11 -0.11 0.07
H -1.6289 -2.2035 -2.8438 0.09 0.01 0.01
H -0.2884 -3.3509 -2.5503 -0.14 0.15 -0.03
H 2.7063 -0.5290 -3.8128 -0.11 0.02 0.13
H 1.7418 0.5290 -2.7430 0.07 -0.14 -0.08
H 2.2284 -2.3867 -0.8358 -0.09 -0.06 -0.01
H 3.8546 -2.6033 0.9599 -0.01 -0.09 0.09
H 5.7654 -1.0395 1.1231 0.06 -0.02 0.07
H 6.0166 0.7577 -0.5514 0.06 0.07 0.01
H 4.3691 0.9918 -2.3598 0.03 0.12 -0.07